No. 1
# C30H42IN2O13PS

A molecular structure, C30H42IN2O13PS (ωB97M-V/def2-TZVPD, the Open Molecules 2025 dataset).

Element x y z (Å)
I1 0.81868 -3.02594 -0.25109
S1 -3.72453 -1.35497 1.05436
P1 -2.43774 3.27328 -0.50956
O1 -6.78277 0.34132 5.21086
O2 5.17214 2.98700 -3.26247
O3 -6.47712 0.00454 2.99677
O4 -3.30852 3.21677 -1.99092
O5 -4.65844 -4.06625 7.35447
O6 8.42798 4.03914 -5.34351
O7 -1.30920 -6.03322 -3.72970
O8 8.72869 3.66658 -7.55025
O9 1.85493 -0.05240 -1.18717
O10 1.50896 3.10526 -0.24409
O11 -1.40016 -8.26516 -3.40090
O12 5.20068 4.52011 -1.60497
O13 -6.44409 -4.22318 5.98248
N1 -2.26337 -2.06849 0.69355
N2 -3.54224 0.22086 0.60361
C1 -5.96924 0.21533 6.38843
C2 -5.72137 -4.55161 7.08659
C3 -4.91308 -0.80985 6.03355
C4 -6.47269 -5.56071 7.92003
C5 -2.24879 0.38207 0.13065
C6 -7.49999 -6.08794 6.93353
C7 -1.57685 1.62085 -0.38575
C8 -4.71987 -0.57410 4.54779
C9 -1.62938 -7.15050 -3.02466
C10 3.52879 2.21259 0.91792
C11 9.13802 3.61564 -6.42617
C12 2.90810 2.80158 -0.42447
C13 10.31213 2.91935 -4.50641
C14 4.95262 4.41757 -5.10840
C15 0.53171 0.10495 -0.75203
C16 -7.70969 -4.89958 6.01803
C17 5.33852 3.01556 -4.68980
C18 5.37424 5.24263 -3.90628
C19 -6.07487 -0.06859 4.12530
C20 -0.17506 1.46427 -0.80953
C21 -3.72994 3.47669 0.83114
C22 -1.62004 -4.86837 -2.94979
C23 -0.13155 -1.10405 -0.28307
C24 -1.54721 -0.98201 0.19267
C25 0.69586 2.66097 -1.34068
C26 -2.65611 -5.32524 -1.94523
C27 10.50111 3.13014 -5.99835
C28 9.24651 3.94039 -4.16665
C29 5.22819 4.25445 -2.77481
C30 -2.25999 -6.77113 -1.70605
H1 -3.12478 -7.39625 -1.49185
H2 9.93081 1.91102 -4.32415
H3 4.69869 2.26155 -5.14879
H4 -5.80964 -6.34861 8.27204
H5 -7.99038 -5.20324 5.00982
H6 -2.67447 -4.71775 -1.03936
H7 -3.35054 4.17627 1.61852
H8 -4.61416 3.99330 0.34352
H9 -2.00129 -4.08225 -3.60185
H10 3.13316 2.08578 -1.25595
H11 -7.07210 -6.92028 6.36847
H12 1.27032 2.41294 -2.27165
H13 4.33254 1.44302 0.70664
H14 4.05911 3.02624 1.49870
H15 -3.97433 0.20008 4.35189
H16 -0.70459 -4.51619 -2.46856
H17 -6.58672 -0.10604 7.22727
H18 5.41887 4.73122 -6.04243
H19 3.46067 3.78349 -0.61208
H20 -6.94162 -5.04751 8.76207
H21 -8.46391 -4.20703 6.40127
H22 -8.42012 -6.43814 7.40153
H23 11.22620 3.04236 -3.92553
H24 -3.65178 -5.28751 -2.39597
H25 -3.99870 -0.70684 6.61784
H26 -4.46614 -1.49354 4.02386
H27 9.66809 4.92615 -3.95241
H28 6.37968 2.78538 -4.92277
H29 -4.13148 2.52366 1.26550
H30 -5.53910 1.19359 6.62098
H31 8.63435 3.62677 -3.32028
H32 -1.51264 -6.86366 -0.91524
H33 -5.30378 -1.81626 6.19663
H34 10.76352 2.20429 -6.50647
H35 6.41847 5.55468 -3.97282
H36 4.72473 6.10369 -3.75979
H37 2.74360 1.73409 1.55886
H38 1.86643 -0.00652 -2.16598
H39 0.01656 3.52730 -1.59563
H40 -3.98332 2.51492 -1.85918
H41 11.23770 3.90773 -6.21032
H42 3.86821 4.48150 -5.23527

LUMO level, eV: -1.1
Molecular weight, g mol⁻¹: 828.6
Orbital gap, hartree: 0.2675
HOMO level, eV: -8.393

Löwdin atomic charge list, values in e, 6 entries: 0.903, 0.980, 0.902, 0.029, 0.021, 0.099



No. 2
# C30H43B2F15HfN6O6S2

A molecular structure, C30H43B2F15HfN6O6S2 (ωB97M-V/def2-TZVPD, the Open Molecules 2025 dataset).

Element x y z (Å)
Hf1 4.29544 -1.97261 0.26802
S1 3.85323 0.97127 2.59416
S2 4.92998 1.31274 -1.28604
F1 3.00001 -2.68564 1.81635
F2 3.10464 -3.57271 -0.92380
F3 3.23832 0.84785 5.18460
F4 0.42809 -0.47148 0.96506
F5 3.64187 2.47607 -3.22997
F6 2.63312 -0.83866 4.04461
F7 3.91810 -1.93537 -2.14043
F8 2.43327 -0.92892 -0.08359
F9 4.47942 -4.14247 -2.54549
F10 2.37525 -3.38365 -3.07460
F11 4.77760 0.74212 -3.82480
F12 0.62604 -0.45446 -1.28885
F13 0.60933 -2.42442 -0.19691
F14 2.93115 0.45050 -2.74918
F15 4.75847 -0.52686 4.56377
O1 4.11900 -0.15391 1.62843
O2 4.21477 2.22327 -0.44272
O3 4.98557 -0.09665 -0.77069
O4 2.62787 1.68935 2.38260
O5 6.23832 1.74707 -1.67064
O6 5.03852 1.76812 2.66425
N1 -1.95938 -3.52092 -1.27693
N2 -0.63108 -1.00498 3.49363
N3 1.57348 -5.09784 2.63192
N4 -1.08272 0.41373 -3.28780
N5 -3.21644 0.11587 1.67207
N6 -0.61739 3.91630 -0.81726
C1 -1.55316 -1.78405 4.16611
C2 -2.98265 -4.67597 -2.87384
C3 -0.59948 2.84400 1.41241
C4 -1.17132 0.05597 5.38221
C5 0.27634 -4.80563 2.33058
C6 -0.51954 -5.70702 2.97898
C7 3.61389 0.04942 4.18545
C8 0.26637 5.22885 -2.76393
C9 -2.02486 4.42298 -0.93346
C10 -1.89550 1.40460 -5.08535
C11 -5.11253 -0.14729 0.60110
C12 -3.05911 -5.42509 -1.68154
C13 -2.90452 -0.61490 0.56444
C14 1.59572 -6.14828 3.51442
C15 -2.46140 -4.65544 -0.71186
C16 -1.96085 -1.09457 5.27661
C17 0.29236 -6.54794 3.75964
C18 0.13371 3.82583 -2.18202
C19 -0.53275 2.54954 -0.09699
C20 -0.26016 4.32913 1.51594
C21 -2.94652 1.15093 -4.20259
C22 -2.25851 -3.54270 -2.62812
C23 0.95690 5.18752 -4.12399
C24 -4.52793 0.46580 1.67650
C25 -0.39648 0.12427 4.25380
C26 -0.74377 0.87304 -4.54856
C27 0.18316 4.82544 0.15718
C28 -4.10006 -0.84347 -0.10463
C29 -2.42855 0.54163 -3.08615
C30 3.98581 1.24044 -2.87843
B1 3.47037 -3.23252 -2.29127
B2 0.99911 -1.10822 -0.10825
H1 -2.78865 -1.35375 5.91755
H2 0.46796 2.22690 -0.36880
H3 -2.01073 1.95123 -6.00865
H4 0.85055 5.79726 -2.03902
H5 -0.22870 -1.21878 2.59773
H6 -3.99952 1.35531 -4.31829
H7 -1.43381 -2.87537 -0.71624
H8 2.39002 -4.55926 2.40337
H9 1.25134 4.66521 0.03442
H10 -1.56240 2.71038 1.90320
H11 0.25323 1.01038 -4.93271
H12 -4.96293 1.00359 2.50218
H13 2.52769 -6.57451 3.84732
H14 -2.02684 -2.73635 -3.30366
H15 -1.35675 1.92301 -0.43252
H16 1.74007 4.43290 -4.21544
H17 -1.87344 -0.85388 0.36580
H18 -2.56477 3.72807 -1.57625
H19 -3.42057 -6.41985 -1.48046
H20 0.53632 4.45733 2.25163
H21 -1.58819 -5.84199 2.90834
H22 -1.12775 0.78968 6.17116
H23 -3.37386 -4.92989 -3.84644
H24 -1.95722 -2.70360 3.77725
H25 1.03773 3.30462 -1.87896
H26 -0.06144 -7.40310 4.31013
H27 -2.01704 5.42391 -1.34625
H28 -0.18813 5.83474 0.00968
H29 0.18822 0.99862 4.01621
H30 -4.15747 -1.41963 -1.01529
H31 1.42712 6.13686 -4.37957
H32 -2.31643 -4.90005 0.32813
H33 -0.69634 5.72986 -2.84435
H34 -2.53592 0.29830 2.39494
H35 -0.35328 -0.02577 -2.75042
H36 -0.55834 3.16840 -2.71424
H37 -2.42319 4.34339 0.07505
H38 -1.06241 4.96196 1.89655
H39 0.25875 4.96042 -4.93128
H40 -6.12142 -0.00347 0.24935
H41 -2.96196 0.12234 -2.25010
H42 0.12642 2.19303 1.89556
H43 0.01608 -3.95752 1.71920

LUMO level, eV: -4.1
Molecular weight, g mol⁻¹: 1132.9
Orbital gap, hartree: 0.1313
HOMO level, eV: -7.664

Löwdin atomic charge list, values in e, 6 entries: 2.294, 0.552, 0.556, -0.403, 0.041, 0.146



No. 3
# C30H43BrCl57N2O3P

20 unconnected molecules or ions with the total composition C30H43BrCl57N2O3P (ωB97M-V/def2-TZVPD, the Open Molecules 2025 dataset).

Element x y z (Å)
Br1 -2.03680 0.39855 1.94005
Cl1 8.71131 3.28390 -1.08774
Cl2 -0.28699 -16.87594 1.83372
Cl3 -4.21827 7.30196 4.13389
Cl4 -3.08771 -4.27260 3.85036
Cl5 4.48806 7.36437 0.79192
Cl6 -9.04842 -6.27971 3.22356
Cl7 -0.88765 -16.54620 -0.99015
Cl8 -0.56505 8.39520 -5.31259
Cl9 -3.37872 -9.79782 -3.11973
Cl10 -1.96171 -1.28874 5.12135
Cl11 -4.30538 -0.30957 -3.42876
Cl12 -5.05694 -2.13983 3.65754
Cl13 -3.78000 5.66620 -5.33340
Cl14 -2.33262 9.46409 3.67444
Cl15 -6.95398 -14.04691 -0.96295
Cl16 1.60561 7.05251 -3.91600
Cl17 -5.26052 3.28796 -4.56325
Cl18 4.30389 5.64297 3.12897
Cl19 5.60908 -2.52367 1.35024
Cl20 -9.41991 -7.83574 0.28624
Cl21 0.31295 -14.36273 0.50328
Cl22 -5.25637 9.48401 0.00365
Cl23 -4.13981 -14.28934 -0.28159
Cl24 -5.95661 -10.98130 -3.72807
Cl25 -9.00382 -3.77609 4.69977
Cl26 7.45877 3.96592 1.44297
Cl27 -4.19191 5.04172 -2.52129
Cl28 9.50951 1.91141 1.34923
Cl29 7.18941 6.78451 -1.04093
Cl30 -3.54361 9.21938 -2.33109
Cl31 -7.07009 -5.85893 5.31916
Cl32 12.33247 -2.43972 3.74679
Cl33 -10.27908 -3.72548 1.17014
Cl34 -1.36320 6.77401 4.18308
Cl35 -2.97267 7.69930 0.07235
Cl36 8.67994 9.19068 -0.38067
Cl37 -11.72229 -5.24734 -0.84022
Cl38 6.66836 7.27177 2.72077
Cl39 10.29428 -5.08287 -2.18902
Cl40 -7.39593 -5.79052 -0.02967
Cl41 -5.17787 -4.39511 1.84053
Cl42 0.52985 -2.27124 4.01292
Cl43 9.09133 -3.52792 -0.04858
Cl44 -6.66136 -2.00089 -3.21722
Cl45 9.90415 6.57758 -0.06638
Cl46 -7.61016 -7.92803 -1.98389
Cl47 -1.12766 6.77591 -2.97648
Cl48 -5.53343 -11.77888 0.16740
Cl49 -10.07372 -2.99215 -1.62595
Cl50 0.54721 -0.00838 5.83604
Cl51 3.75650 -3.75695 -0.52104
Cl52 6.14555 -2.42972 -1.50767
Cl53 -4.65504 -9.26591 -5.67769
Cl54 9.90690 -0.85277 3.51441
Cl55 11.50838 -1.39743 1.16144
Cl56 10.36552 -2.17595 -2.27225
Cl57 -6.44913 -0.07047 -5.37255
P1 0.47726 3.96984 2.04463
O1 0.49942 3.88178 -0.76218
O2 -2.36616 -1.82366 0.41447
O3 1.19829 5.40995 2.45212
N1 -0.17564 3.38152 -2.87782
N2 -1.34464 0.79621 -1.45737
C1 8.94082 3.43384 0.65338
C2 -1.17809 2.14624 -0.92282
C3 0.05028 2.81337 -1.55802
C4 1.26526 3.53181 0.38017
C5 4.74374 1.96679 0.17326
C6 -6.05011 -0.41920 -3.69032
C7 10.38851 -3.60239 -1.23430
C8 8.76991 7.55112 -1.01934
C9 -1.17193 4.54812 1.49325
C10 -8.49554 -6.88245 -0.86737
C11 5.80009 0.90060 -0.13012
C12 3.86917 2.33232 -1.03147
C13 -1.79255 -0.79893 0.42784
C14 -0.24383 -1.52752 5.41757
C15 2.64472 4.17179 0.26068
C16 -4.87265 4.95756 -4.14459
C17 5.44659 -3.36598 -0.19341
C18 -4.90936 -9.57654 -3.96325
C19 -11.12445 -3.65354 -0.36944
C20 -3.61192 9.21086 -0.57291
C21 -8.03167 -5.10253 4.05227
C22 -0.08898 6.96790 -4.38619
C23 4.91953 7.16271 2.49466
C24 11.53934 -1.11187 2.90220
C25 -0.85533 -0.31230 -0.66758
C26 -2.62743 7.94936 4.53418
C27 3.38194 3.78484 -1.01879
C28 -4.10787 -3.33365 2.76695
C29 -5.41066 -13.20336 -0.85658
C30 -0.78071 -15.74289 0.57617
H1 -1.04595 2.14071 0.16060
H2 4.24969 4.44398 -1.13333
H3 2.73240 3.95507 -1.88252
H4 -5.40370 -8.71429 -3.53562
H5 4.45514 7.97334 3.04008
H6 -0.13467 -2.20545 6.25356
H7 0.82033 2.03247 -1.65792
H8 -6.53018 0.32567 -3.06901
H9 -1.24606 4.63088 0.40975
H10 9.14377 7.60453 -2.03308
H11 12.11129 -0.21092 3.08082
H12 5.40797 -0.10915 -0.01001
H13 -5.13776 -12.87592 -1.85120
H14 6.18824 1.00166 -1.14644
H15 -1.92496 3.83554 1.84268
H16 1.40236 2.44149 0.43479
H17 -2.06419 2.74068 -1.16273
H18 5.25453 2.85316 0.55692
H19 -0.69794 -1.18558 -1.30413
H20 5.99443 -4.29640 -0.11539
H21 -0.74018 2.72803 -3.41572
H22 -0.21884 6.09913 -5.01897
H23 -1.76383 -15.37194 0.83315
H24 9.70138 4.18526 0.81621
H25 -9.19027 -6.28581 -1.44565
H26 -1.38666 5.50942 1.95651
H27 -11.97872 -2.99815 -0.26373
H28 0.09829 -0.03037 -0.21360
H29 4.44801 2.18002 -1.94795
H30 -0.74156 4.22148 -2.74912
H31 -2.27978 0.62477 -1.79853
H32 6.64673 0.98628 0.55694
H33 -2.99005 10.01765 -0.20740
H34 -7.34833 -4.68400 3.32443
H35 4.10296 1.60876 0.98656
H36 -3.47325 -2.80988 2.06398
H37 0.97604 6.10923 1.82230
H38 11.32981 -3.61199 -0.69901
H39 2.53006 5.25792 0.30093
H40 -5.78920 5.53256 -4.15104
H41 3.01450 1.64866 -1.09054
H42 3.23608 3.89780 1.13818
H43 -2.60788 8.16092 5.59495

LUMO level, eV: 0.1
Molecular weight, g mol⁻¹: 2611.4
Orbital gap, hartree: 0.3191
HOMO level, eV: -8.534

Löwdin atomic charge list, values in e, 6 entries: 0.738, 0.530, 0.527, 0.527, 0.527, 0.526



No. 4
# C30H43Cl3NO4P2W

A molecular structure, C30H43Cl3NO4P2W (ωB97M-V/def2-TZVPD, the Open Molecules 2025 dataset).

Element x y z (Å)
W1 -1.08227 -0.32941 1.14363
Cl1 -1.12343 -0.77153 5.65840
Cl2 -1.06190 1.04220 3.42187
Cl3 1.24525 0.81273 5.12789
P1 -1.71206 -1.78570 -0.79649
P2 0.87665 2.79252 1.19940
O1 1.32211 -1.98158 4.06991
O2 -0.10694 -1.50147 2.41843
O3 -2.99524 0.58284 1.04314
O4 -2.80287 -1.29198 2.12476
N1 0.56925 -0.33342 0.04401
C1 0.12773 2.56619 -1.62551
C2 2.67876 -1.00230 1.02187
C3 1.19824 -2.51077 -5.24087
C4 5.21303 0.74649 3.22353
C5 -0.27346 -1.59876 -1.84882
C6 1.96264 1.29970 1.27671
C7 -3.55012 -0.34482 1.75170
C8 -0.12199 -2.14797 -3.11827
C9 -3.67499 -2.11264 -2.80590
C10 2.44172 5.10405 1.49241
C11 -1.89762 -3.58352 -0.47214
C12 -0.37770 2.60555 -0.18645
C13 3.78936 -0.76858 1.79678
C14 1.03369 -1.93923 -3.85746
C15 2.03759 -1.16626 -3.27290
C16 -3.20210 -1.17987 -1.69140
C17 -4.98249 -0.26891 2.13219
C18 1.90499 -0.63263 -2.00391
C19 3.08754 1.49112 2.09515
C20 0.47849 -1.30483 3.57852
C21 -0.07208 -0.09731 4.42297
C22 0.74180 -0.84529 -1.26853
C23 1.95400 4.12165 0.42514
C24 -1.42167 3.70641 -0.00091
C25 -3.19469 -3.91253 0.27106
C26 -0.66575 -4.09769 0.27664
C27 1.75790 0.01829 0.75894
C28 3.11385 3.63075 -0.44077
C29 4.00873 0.49577 2.35517
C30 -2.93122 0.23364 -2.21860
H1 -0.89456 1.64793 -0.04161
H2 -3.80415 -3.13950 -2.46894
H3 -5.39603 -1.27314 2.19290
H4 0.53126 3.53322 -1.92583
H5 2.19238 -2.93697 -5.37318
H6 3.22947 2.46328 2.55614
H7 -0.73576 -5.17844 0.40323
H8 4.47896 -1.57678 2.00844
H9 -0.59420 -3.64628 1.26572
H10 2.94780 5.94870 1.01944
H11 -2.20529 3.61572 -0.75632
H12 3.15505 4.63757 2.17418
H13 2.47990 -1.99058 0.62334
H14 3.89432 3.17761 0.17215
H15 -4.07395 -3.48858 -0.21561
H16 5.33927 -0.05825 3.94841
H17 3.56099 4.47453 -0.97166
H18 -3.32545 -4.99472 0.30393
H19 -1.88633 3.66334 0.98462
H20 0.46237 -3.28848 -5.43955
H21 -0.96959 4.69415 -0.11302
H22 0.89829 1.81271 -1.77463
H23 1.07421 -1.73046 -5.99426
H24 -2.97960 -2.10189 -3.64462
H25 5.13182 1.68892 3.76316
H26 -5.53307 0.34998 1.42802
H27 2.95381 -0.98442 -3.82281
H28 -4.63842 -1.76033 -3.17761
H29 -0.70302 2.33529 -2.29835
H30 1.24675 4.66214 -0.20883
H31 6.11901 0.78326 2.61512
H32 -3.15752 -3.54749 1.29736
H33 1.61291 5.48926 2.08652
H34 -2.12205 0.21731 -2.95093
H35 -0.90819 -2.76629 -3.53426
H36 -2.66861 0.92101 -1.41480
H37 -5.04779 0.18605 3.12266
H38 -3.82447 0.62300 -2.70893
H39 2.70994 -0.04937 -1.57403
H40 2.79879 2.89524 -1.17851
H41 -1.91873 -4.03918 -1.46689
H42 -3.97696 -1.12647 -0.91962
H43 0.25372 -3.88347 -0.27186

LUMO level (spin up / spin down), eV: -3.5 / -3.6
2S+1: 3
Molecular weight, g mol⁻¹: 833.8
Orbital gap (spin up / spin down), hartree: 0.2565 / 0.2545
Energy relative to the best compared isomer or geometry (same formula, charge and spin), kcal/mol: 51.14
Total charge: +1
HOMO level (spin up / spin down), eV: -10.490 / -10.576

Löwdin atomic charge list, values in e, 6 entries: 1.489, 0.688, 0.677, 0.696, 1.052, 1.076